## 1
# C5H9NS

A 2-piece molecular cluster, C5H9NS overall (ωB97M-V/def2-TZVPD, OMol25).

The molar mass comes out at 115.201 g/mol. Its LUMO energy is 0.23 eV. Its HOMO energy is -0.2970 hartree. As for the multiplicity: 1. Its frontier orbital gap is 8.3 eV.

Geometry as XYZ:
```
16
Properties=species:S:1:pos:R:3:lowdin_charge:R:1
C 0.52794 -0.69420 1.73279 0.04
C -1.30900 0.78577 2.53763 -0.04
C 0.30094 0.36346 -1.07801 -0.92
C 1.58414 -0.00454 -1.64955 -0.16
C -0.88861 -0.59939 -1.30825 -0.14
N -0.36041 0.03918 2.18033 -0.16
S -0.08572 1.80202 -0.50079 0.73
H 1.45408 -0.81841 2.31227 0.05
H -1.19839 1.84325 2.22565 0.07
H -2.18338 0.33174 2.98986 0.08
H 2.18988 0.88743 -1.42907 0.06
H 1.44010 -0.42517 -2.71115 0.12
H 2.08856 -0.91389 -1.11893 0.12
H -1.69922 -0.19601 -1.87734 0.07
H -1.33333 -1.03790 -0.42118 0.07
H -0.52758 -1.36334 -1.88426 0.03
```


## 2
# C5H9NS

One molecule with the formula C5H9NS (ωB97M-V/def2-TZVPD, OMol25).

The SMILES is C[C@@]12CSC[C@H]1N2. The molar mass comes out at 115.201 g/mol. Its LUMO energy is 0.84 eV. Its HOMO energy is -0.3203 hartree. As for the multiplicity: 1. Its frontier orbital gap is 9.6 eV.

Geometry as XYZ:
```
16
Properties=species:S:1:pos:R:3:lowdin_charge:R:1
C -1.07639 1.01808 0.89969 -0.03
C -0.49546 0.22958 -0.31010 -0.52
C 0.80126 0.75481 -1.01262 -0.49
C 0.95811 -1.08720 0.87129 -0.37
C -0.10399 -1.18182 -0.23268 -0.34
H -1.85359 0.41713 1.44465 0.11
H -0.20444 1.20821 1.39255 0.01
H -1.47987 2.01593 0.58814 0.10
H 0.60862 0.33246 -2.01692 0.07
H 0.93641 1.93819 -1.28972 0.13
H 1.60081 -1.94409 1.17308 0.07
H 0.61068 -0.49524 1.81379 0.09
H 0.58680 -1.42252 -1.05458 0.10
H -1.45871 -1.00531 -1.60474 0.08
N -1.55093 -0.85642 -0.61138 0.14
S 2.12070 0.07821 -0.05044 0.84
```


Stability, descending: 1, 2


## 1
# C11H15N

A 2-piece molecular cluster, C11H15N overall (ωB97M-V/def2-TZVPD, OMol25).

The expectation value of S² is 0.7757. The molar mass comes out at 161.248 g/mol. Its LUMO energy (alpha / beta) is -3.81 / -7.14 eV. As for the net charge: +1. Its HOMO energy (alpha / beta) is -0.4835 / -0.4952 hartree. As for the multiplicity: 2. Its frontier orbital gap (alpha / beta) is 9.3 / 6.3 eV.

Geometry as XYZ:
```
27
Properties=species:S:1:pos:R:3:mulliken_spin:R:1
C 2.17357 -2.63382 -2.08368 0.02
C 2.25654 -0.47029 -0.63036 0.29
C 1.60541 -1.40529 -1.43803 0.22
C 0.14243 0.23399 -0.84497 0.04
C 0.25363 -1.02218 -1.55634 -0.03
C -1.08612 0.85661 -0.87338 0.03
C -0.84904 -1.70026 -2.10018 0.16
C -2.12836 0.21295 -1.56385 0.18
C -2.03442 -1.02671 -2.20045 -0.05
N 1.35497 0.49888 -0.23783 0.11
H 3.29708 -0.39346 -0.33809 0.00
H 1.51458 1.35001 0.27702 -0.01
H 2.06122 -2.75518 -3.15551 0.01
H 1.50862 -3.44128 -1.76321 0.02
H -1.37772 1.63258 -0.16611 0.01
H -0.72331 -2.67158 -2.57893 0.00
H -2.98704 0.88142 -1.71018 0.00
H -2.82972 -1.67212 -2.60034 0.00
H 3.22856 -2.71693 -1.83360 0.00
C -0.46360 2.67111 2.98993 0.00
C -0.88970 1.44145 3.81241 0.00
H 0.28762 3.17486 3.56157 0.00
H -0.03243 2.37451 2.04742 0.00
H -1.32680 3.32318 2.83602 0.00
H -0.35548 0.55558 3.44203 0.00
H -0.66881 1.55970 4.87225 0.00
H -1.93168 1.14226 3.83639 0.00
```


## 2
# C11H15N

A 2-piece molecular cluster, C11H15N overall (ωB97M-V/def2-TZVPD, OMol25).

The expectation value of S² is 0.7672. The molar mass comes out at 161.248 g/mol. Its LUMO energy (alpha / beta) is -3.43 / -7.02 eV. As for the net charge: +1. Its HOMO energy (alpha / beta) is -0.4828 / -0.4889 hartree. As for the multiplicity: 2. Its frontier orbital gap (alpha / beta) is 9.7 / 6.3 eV.

Geometry as XYZ:
```
27
Properties=species:S:1:pos:R:3:mulliken_spin:R:1
C 1.97243 -2.91077 -1.62041 0.00
C 3.15507 -3.84967 -2.04857 0.00
H 0.99960 -3.32240 -1.86625 0.00
H 1.98580 -2.83926 -0.50305 0.00
H 2.19956 -2.01614 -2.09350 0.00
H 4.05919 -3.35648 -1.86099 0.00
H 3.19813 -3.93139 -3.09386 0.00
H 2.91347 -4.81879 -1.64715 0.00
C 0.37223 1.34766 -2.23078 0.01
C -0.33393 0.77599 0.25612 -0.01
C -0.50180 1.40058 -1.04119 0.27
C -1.31616 1.27688 1.10727 0.05
C -1.73921 2.11436 -0.90005 0.25
C 0.49891 -0.27899 0.64722 0.12
C 0.41495 -0.68852 1.92242 -0.04
C -0.47780 -0.11332 2.84372 0.11
C -1.39286 0.73825 2.40640 0.04
N -2.16879 2.01671 0.34940 0.12
H 1.02855 -0.87132 -0.12105 0.02
H 0.99465 -1.58633 2.17259 0.00
H -0.44316 -0.46596 3.83767 0.00
H 1.01269 2.23313 -2.14457 0.04
H -0.07016 1.16463 -3.24373 0.01
H -2.28486 2.79038 -1.62147 0.00
H -2.97145 2.52005 0.82984 -0.01
H -2.32789 1.03905 2.99687 0.00
H 0.97628 0.46915 -2.14004 0.00
```


Stability, descending: 1, 2


## 1
# C2H7N2S2

C2H7N2S2 as an isolated structure (ωB97M-V/def2-TZVPD, OMol25).

The molar mass comes out at 123.226 g/mol. Its LUMO energy is -4.50 eV. As for the net charge: +1. Its HOMO energy is -0.5072 hartree. As for the multiplicity: 1. Its frontier orbital gap is 9.3 eV.

Geometry as XYZ:
```
13
Properties=species:S:1:pos:R:3:lowdin_charge:R:1
C -0.23810 1.53079 0.36810 -1.00
C 0.24201 -0.00117 -0.26327 -0.26
N -1.60867 -0.06799 1.85407 -0.30
N 1.04134 0.30736 -1.31705 -0.04
S 0.44286 2.80006 -0.35202 0.85
S -1.38758 1.63162 1.63349 0.95
H -0.74151 -0.48950 -0.49385 0.13
H 0.67582 -0.56472 0.61245 0.14
H -1.18574 -0.37654 2.71419 0.04
H -2.49776 -0.54716 1.80454 0.06
H 1.08385 1.61763 -1.45865 0.07
H 0.87957 -0.19742 -2.24568 0.20
H 1.98221 -0.01380 -1.07893 0.15
```


## 2
# C2H7N2S2

A 2-piece molecular cluster, C2H7N2S2 overall (ωB97M-V/def2-TZVPD, OMol25).

The molar mass comes out at 123.226 g/mol. Its LUMO energy (alpha / beta) is -5.36 / -5.36 eV. As for the net charge: +1. Its HOMO energy (alpha / beta) is -0.4111 / -0.4109 hartree. As for the multiplicity: 1. Its frontier orbital gap (alpha / beta) is 5.8 / 5.8 eV.

Geometry as XYZ:
```
13
Properties=species:S:1:pos:R:3:lowdin_charge:R:1
C 1.91126 0.43178 0.40461 0.16
C -2.62296 -1.65224 0.22070 -0.31
N -0.87774 0.41203 -0.15565 -0.96
N 2.80319 0.24544 -0.50932 0.24
S -1.09621 -1.21008 -0.19601 0.88
S -2.09193 1.49451 0.00074 0.71
H 1.27839 1.20061 0.41878 0.05
H 1.81906 -0.27734 1.10247 0.08
H -3.36887 -0.96531 0.20360 -0.04
H -2.80889 -2.64280 0.00843 -0.01
H 2.84891 0.99696 -1.18605 0.16
H 3.39992 -0.55455 -0.46178 0.15
H -1.19412 2.52100 0.14948 -0.11
```


Stability, descending: 1, 2


## 1
# C4H5N3

A 2-piece molecular cluster, C4H5N3 overall (ωB97M-V/def2-TZVPD, OMol25).

The SMILES is N#CC=C=N.C=N. The molar mass comes out at 95.105 g/mol. Its LUMO energy is 0.17 eV. Its HOMO energy is -0.3606 hartree. As for the multiplicity: 1. Its frontier orbital gap is 10.0 eV.

Geometry as XYZ:
```
12
Properties=species:S:1:pos:R:3:lowdin_charge:R:1
C 1.32069 0.95405 -0.88353 -0.17
N 0.43286 1.30517 -0.03613 0.03
C -0.96892 -0.50946 1.03224 -0.14
C -2.26418 -0.47798 0.43066 -0.24
N -3.31452 -0.31473 -0.03255 0.14
C 0.03647 -1.28369 0.64897 -0.18
N 1.06401 -1.76536 0.21272 0.16
H 1.08905 0.71498 -1.92093 0.08
H 1.62537 -0.93692 -0.25444 0.09
H 2.34737 1.18713 -0.69788 0.06
H -0.45769 1.20570 -0.51645 0.04
H -0.91052 -0.07887 2.01733 0.12
```


## 2
# C4H5N3

A 2-piece molecular cluster, C4H5N3 overall (ωB97M-V/def2-TZVPD, OMol25).

The molar mass comes out at 95.105 g/mol. Its LUMO energy (alpha / beta) is 0.43 / 0.43 eV. Its HOMO energy (alpha / beta) is -0.3016 / -0.3016 hartree. As for the multiplicity: 1. Its frontier orbital gap (alpha / beta) is 8.6 / 8.6 eV.

Geometry as XYZ:
```
12
Properties=species:S:1:pos:R:3:lowdin_charge:R:1
N 1.36294 -1.88201 -0.03779 0.02
C 0.67353 -0.74453 -0.06260 -0.17
C -0.58818 -0.83285 0.58653 -0.21
N -1.34357 0.25062 0.59762 -0.03
C -2.02003 1.20534 0.45250 0.12
N -0.10525 2.94115 -1.10237 0.04
C 0.66933 2.08980 -1.19793 -0.11
H 1.04162 -2.75382 0.37963 0.09
H 2.27789 -1.91582 -0.45975 0.08
H -1.01881 -1.70133 1.09300 0.10
H -2.22608 2.15084 0.92578 0.08
H 1.27660 1.19260 -1.17460 0.00
```


## 3
# C4H5N3

One molecule with the formula C4H5N3 (ωB97M-V/def2-TZVPD, OMol25).

The SMILES is CNC(C#N)C#N. The molar mass comes out at 95.105 g/mol. Its LUMO energy is 0.20 eV. Its HOMO energy is -0.3663 hartree. As for the multiplicity: 1. Its frontier orbital gap is 10.2 eV.

Geometry as XYZ:
```
12
Properties=species:S:1:pos:R:3:lowdin_charge:R:1
C 0.83731 -0.17475 -1.29553 -0.10
N 0.28220 0.60662 -0.19164 -0.09
C -0.32217 0.03794 0.93879 -0.28
C -0.73043 1.15435 1.87592 -0.14
N -0.88679 2.02038 2.63464 0.16
C -1.15030 -1.33412 0.39316 -0.12
N -1.31885 -1.97256 -0.56326 0.10
H 1.91203 -0.00226 -1.32877 0.08
H 0.36638 0.12777 -2.23803 0.09
H 0.67014 -1.25612 -1.22481 0.06
H 0.03307 1.55993 -0.41520 0.13
H 0.26138 -0.61756 1.54575 0.11
```


Stability, descending: 3, 1, 2


## 1
# C4H5N3

One molecule with the formula C4H5N3 (ωB97M-V/def2-TZVPD, OMol25).

The SMILES is [H]/N=C/N=C\CC#N. The molar mass comes out at 95.105 g/mol. Its LUMO energy is 0.10 eV. Its HOMO energy is -0.3697 hartree. As for the multiplicity: 1. Its frontier orbital gap is 10.2 eV.

Geometry as XYZ:
```
12
Properties=species:S:1:pos:R:3:lowdin_charge:R:1
N 2.49299 -0.45347 1.09909 0.14
C 1.59755 -0.61393 0.38288 -0.25
C 0.57085 -1.13157 -0.53329 -0.15
C -0.77424 -0.52597 -0.87234 -0.15
N -1.55326 0.28138 -0.28300 0.06
C -1.04684 1.25722 0.59453 -0.28
N 0.15201 1.64873 0.48356 0.11
H 1.06268 -1.48114 -1.45014 0.12
H -1.20951 -1.14522 -1.66050 0.11
H 0.18942 -2.02118 -0.03566 0.12
H -1.82310 1.73183 1.20270 0.11
H 0.34146 2.45331 1.07217 0.06
```


## 2
# C4H5N3

One molecule with the formula C4H5N3 (ωB97M-V/def2-TZVPD, OMol25).

The molar mass comes out at 95.105 g/mol. Its LUMO energy is 0.01 eV. Its HOMO energy is -0.2941 hartree. As for the multiplicity: 1. Its frontier orbital gap is 8.0 eV.

Geometry as XYZ:
```
12
Properties=species:S:1:pos:R:3:lowdin_charge:R:1
C -1.45303 0.08556 0.10800 0.03
N 0.00167 0.41882 -0.09976 -0.13
C 1.05815 -0.62784 0.19749 -0.17
C 1.57129 -1.23368 -0.95237 -0.33
N 2.02325 -1.68260 -1.93212 0.09
C 0.53645 1.35382 0.77841 -0.28
N 0.84637 2.18359 1.52571 0.20
H -1.56489 -0.25528 1.13679 0.10
H -1.70538 -0.71738 -0.58800 0.11
H -2.07546 0.96707 -0.06726 0.10
H 0.12866 0.75722 -1.06155 0.19
H 0.75081 -1.20884 1.05498 0.09
```


## 3
# C4H5N3

One molecule with the formula C4H5N3 (ωB97M-V/def2-TZVPD, OMol25).

The SMILES is [H]/N=C/N=C\CC#N. The molar mass comes out at 95.105 g/mol. Its LUMO energy is 0.48 eV. Its HOMO energy is -0.3676 hartree. As for the multiplicity: 1. Its frontier orbital gap is 10.5 eV.

Geometry as XYZ:
```
12
Properties=species:S:1:pos:R:3:lowdin_charge:R:1
N 2.19691 -0.53915 1.37860 0.14
C 1.42636 -0.71703 0.53099 -0.26
C 0.54821 -1.18799 -0.53567 -0.15
C -0.85296 -0.62473 -0.76651 -0.14
N -1.51891 0.33999 -0.28151 0.06
C -0.94930 1.31427 0.54929 -0.30
N 0.17786 1.80892 0.24468 0.11
H 1.08393 -1.12712 -1.49267 0.13
H -1.37038 -1.20597 -1.53645 0.11
H 0.45898 -2.26958 -0.34553 0.12
H -1.60297 1.65945 1.36382 0.12
H 0.44728 2.55484 0.88192 0.06
```


Stability, descending: 3, 1, 2


## 1
# C4H5N3

A 2-piece molecular cluster, C4H5N3 overall (ωB97M-V/def2-TZVPD, OMol25).

The molar mass comes out at 95.105 g/mol. Its LUMO energy is -0.28 eV. Its HOMO energy is -0.4173 hartree. As for the multiplicity: 1. Its frontier orbital gap is 11.1 eV.

Geometry as XYZ:
```
12
Properties=species:S:1:pos:R:3:lowdin_charge:R:1
C -1.68358 0.88000 0.74705 -0.13
N -0.03830 -0.55131 -0.97759 0.12
C 1.03614 -0.87095 -0.38637 -0.23
C 2.19676 -1.40877 -1.06755 -0.18
N 3.10301 -1.83400 -1.64661 0.16
C 0.67752 1.60151 1.55055 0.01
N -0.37798 1.31195 1.12877 -0.14
H -1.72405 -0.20925 0.69157 0.07
H -1.94103 1.25988 -0.24422 0.08
H -2.37974 1.24619 1.49780 0.08
H 0.00298 -0.70557 -1.98373 0.08
H 1.12826 -0.71968 0.69033 0.08
```


## 2
# C4H5N3

One molecule with the formula C4H5N3 (ωB97M-V/def2-TZVPD, OMol25).

The SMILES is N#C[C@H]1CN=CN1. The molar mass comes out at 95.105 g/mol. Its LUMO energy is 0.73 eV. Its HOMO energy is -0.3501 hartree. As for the multiplicity: 1. Its frontier orbital gap is 10.3 eV.

Geometry as XYZ:
```
12
Properties=species:S:1:pos:R:3:lowdin_charge:R:1
N 2.79808 -0.94344 0.93493 0.15
C 1.83119 -0.59282 0.40372 -0.17
C 0.64874 -0.11725 -0.33219 -0.27
C -0.70718 -0.98068 -0.34663 -0.15
N -1.76101 -0.04465 0.02098 0.03
C -1.20819 1.06415 0.30297 -0.23
N 0.16355 1.17561 0.14506 0.03
H 0.97958 0.00618 -1.37388 0.14
H -0.80513 -1.29721 -1.38183 0.10
H -0.82938 -1.88859 0.26663 0.12
H -1.76276 1.94657 0.60744 0.12
H 0.69893 1.71094 0.81380 0.13
```


Stability, descending: 2, 1